C23H34CrF4N5OS2 | the ωB97M-V functional and the def2-TZVPD basis

Computed properties:
ΔE to the lowest compared entry with this formula, charge and spin in eV: 0.1064
HOMO level (alpha / beta) in eV: -10.03 / -9.44
HOMO-LUMO gap (alpha / beta) in eV: 7.9 / 6.4
Multiplicity: 3
Net charge: +1

XYZ file:
```
70
Properties=species:S:1:pos:R:3:forces:R:3:lowdin_spin:R:1
C -0.781330 2.305708 -3.720151 -0.02 0.04 -0.02 -0.001
H -1.870519 -3.263021 2.404505 0.01 0.02 -0.02 0.000
C 4.199234 0.232653 4.673304 -0.03 0.01 0.01 0.000
H -0.379141 -3.983056 0.507689 0.03 -0.02 0.00 -0.001
C 0.343993 -1.490564 -1.783305 -0.01 -0.02 0.05 0.007
H 5.965396 -0.571831 0.111753 0.01 0.03 -0.01 0.000
H -0.216347 -3.537789 2.918939 -0.01 0.03 -0.01 0.000
H 1.283239 -4.901345 1.666959 0.01 0.01 -0.02 0.000
C 2.250824 0.816263 3.572241 -0.07 0.11 -0.13 0.005
H 0.969111 -3.477739 -1.211897 -0.02 -0.02 0.00 0.000
H 5.501875 -0.959078 -2.272105 0.01 0.01 0.00 0.000
N 2.934216 1.940512 3.711514 0.06 0.03 0.07 -0.001
C -0.137277 3.395764 -1.740063 0.04 0.04 0.09 -0.001
H 5.862489 1.509687 -1.775185 -0.02 -0.04 0.01 0.000
H 4.588591 2.380592 4.947813 -0.01 0.00 0.03 0.000
S -2.681315 0.152550 0.733194 -0.01 -0.01 -0.01 -0.156
C 0.112929 0.954531 -1.909993 -0.01 0.21 0.05 0.000
H 3.778034 -0.727266 -2.029848 0.01 0.02 0.00 0.000
H -1.216442 -2.473947 0.226429 0.00 0.03 0.02 -0.002
C -0.848657 -2.896952 2.301447 -0.03 -0.04 0.07 -0.002
F 0.031149 4.488453 -0.983870 -0.01 -0.02 -0.03 -0.001
C 2.522778 3.267067 3.296768 -0.02 -0.10 0.01 0.000
F 0.744326 2.109694 0.050036 -0.06 -0.07 -0.03 0.000
C 3.999132 0.250767 0.449505 0.10 -0.19 0.00 0.005
H 4.504712 3.418341 -0.152091 0.03 0.00 -0.01 0.000
H 1.483839 3.232111 2.977058 0.06 0.00 -0.03 0.000
H 2.515311 -1.068583 4.242682 0.04 -0.03 -0.03 0.000
N 0.554604 -0.154080 -1.254906 0.03 -0.16 0.04 0.036
C 0.217071 2.176081 -1.225967 0.06 -0.10 0.02 0.006
C 1.147651 -2.441775 -0.913938 0.00 0.04 0.10 0.002
H 5.072721 -0.359440 4.417232 0.02 -0.03 -0.01 0.000
H -0.953720 4.433945 -3.442877 0.01 -0.02 0.00 0.001
O 2.804073 0.010465 0.577837 0.16 0.04 0.11 0.015
H 4.985625 1.772508 3.328948 -0.01 0.01 -0.01 0.000
C 4.765977 -0.377538 -1.716118 0.05 -0.05 0.03 0.001
H 4.649350 -1.755675 -0.025084 -0.01 -0.01 0.02 0.000
H 2.619614 3.954890 4.135607 0.01 0.02 0.00 0.000
H 2.894185 2.803084 0.193504 0.05 -0.02 0.04 0.000
C -1.149594 -0.004762 0.771634 -0.06 0.09 0.03 -0.262
H 1.727114 -2.542987 2.396889 -0.04 -0.03 0.05 0.001
H 4.933281 1.135855 -3.193654 -0.01 0.00 0.00 0.000
C 2.131133 -4.338164 1.278495 0.00 -0.09 -0.04 0.000
C 1.928509 -2.834995 1.366370 0.12 0.21 0.11 0.002
N 4.508797 1.503947 0.653467 -0.09 0.08 -0.13 0.003
H 2.325542 -4.669674 0.257602 -0.01 0.01 0.02 0.000
C 3.867709 2.537295 -0.209925 0.09 0.01 0.10 0.000
C 4.895926 1.107488 -2.103978 0.08 0.03 -0.05 0.000
H 3.000999 -4.608978 1.877810 0.00 0.00 0.00 0.000
H 2.843009 -2.319166 1.082316 0.00 -0.01 -0.02 0.000
C 3.745782 2.026145 -1.651397 0.00 -0.01 0.00 0.000
S 0.629886 0.704455 3.033415 0.05 -0.18 0.02 0.013
Cr 0.711512 -0.076722 0.695833 -0.08 -0.23 -0.12 2.326
F -0.575588 -0.007951 -3.987439 0.03 -0.02 0.07 0.002
H -0.814808 -1.884365 2.704653 0.01 -0.01 -0.04 -0.001
C 4.298250 1.675107 4.172405 0.01 0.05 -0.03 0.000
H -0.718867 -1.761731 -1.781219 0.00 -0.02 -0.03 0.001
H 0.690114 -1.594002 -2.813001 0.03 0.00 0.00 0.000
H 3.680141 2.886645 -2.318601 0.01 0.02 0.01 0.000
C 4.934041 -0.722702 -0.209796 -0.17 0.18 -0.03 0.001
F -1.281348 2.333902 -4.958169 0.02 -0.01 0.03 -0.001
C -0.654193 3.488072 -3.016290 -0.03 -0.01 -0.07 0.011
H 5.511134 1.505259 0.519806 -0.03 0.05 -0.04 0.000
C -0.451585 -2.942939 0.839712 0.06 0.00 -0.06 -0.005
C -0.413452 1.073793 -3.202569 -0.06 0.03 -0.09 0.009
N 0.842766 -2.258363 0.537214 -0.27 0.13 -0.11 -0.016
H 4.045090 0.193829 5.752684 -0.01 -0.02 0.02 0.000
N 3.003256 -0.232989 3.963133 -0.03 -0.02 0.04 0.002
H 2.209758 -2.228180 -1.046675 0.01 0.03 0.00 0.000
H 3.156416 3.606376 2.477124 0.00 0.04 -0.03 0.000
H 2.806183 1.482966 -1.763090 -0.06 -0.05 -0.02 0.000
```
Positions in Å, forces in eV/Å.

C20H44ClN3O11PS | the ωB97M-V functional and the def2-TZVPD basis

Computed properties:
HOMO level in eV: -11.52
HOMO-LUMO gap in eV: 7.6
Multiplicity: 1
Net charge: +1

XYZ file:
```
81
Properties=species:S:1:pos:R:3:forces:R:3:mulliken_charge:R:1
N 0.736861 -0.220297 -2.915063 0.32 -0.77 -0.04 1.448
O -2.174495 2.038082 9.478732 -0.02 0.06 0.05 -0.312
O 2.091133 -6.152756 -4.926005 0.00 0.81 0.00 -0.454
C 1.287386 1.150741 -3.044419 1.15 0.47 -1.01 -1.086
H -2.936397 5.443410 11.083647 -0.11 -0.07 -0.10 0.290
S -1.527088 -1.842709 -6.609144 0.88 0.34 0.84 -0.395
H -4.488711 4.556570 11.226150 0.11 0.05 -0.12 0.293
O -4.224326 2.306693 3.837977 0.06 -0.11 -0.22 -0.321
H 0.736466 -2.881367 -1.730452 -0.31 0.89 0.00 -0.864
H -2.551541 -0.561583 -3.848300 0.08 -0.22 0.14 0.352
C -3.433304 4.566678 11.500299 -0.17 0.33 0.24 -0.620
H 2.705750 -3.505466 -0.903390 0.17 0.88 0.22 0.130
H 2.207508 -3.905806 -3.040637 0.72 -0.13 -0.82 -0.405
H -0.297886 3.557666 -0.625429 0.75 -0.58 -0.24 0.294
H 3.949248 -3.020129 0.288382 -0.59 0.40 -0.83 0.510
H -4.503674 3.381027 5.553801 0.00 -0.23 -0.13 0.211
H 4.820541 -1.197624 -0.929816 -0.81 -0.24 -0.95 0.400
C 0.809924 3.370454 -2.524091 -0.83 1.18 0.47 -0.601
C 0.747180 3.347029 -0.952875 0.90 0.43 -0.26 0.298
O 0.305643 2.156551 -3.150016 1.17 -0.44 1.04 -0.299
N 2.741421 -1.530931 -3.409063 -2.32 -1.00 -2.35 0.626
C 0.458797 -0.634678 -1.523983 -0.34 -0.27 0.51 -0.568
Cl -0.904228 0.385550 -0.819243 1.00 -0.68 -0.85 -0.040
H -2.537985 1.393898 0.519909 -0.29 0.25 0.14 0.126
H 2.750350 3.984437 -0.324892 -0.81 0.86 -0.16 0.305
H 1.449412 4.394706 0.823298 0.24 0.48 -1.08 0.343
H 3.710473 -4.671931 -3.654620 -0.67 0.77 -0.57 0.515
C 1.710694 4.415021 -0.270863 -0.22 -1.51 0.15 -1.262
C 3.244557 -2.620976 -0.496102 0.79 0.51 0.08 -0.758
H 4.792053 -2.587540 -2.043901 -0.63 0.83 -0.22 0.297
H 1.120381 2.346156 -0.598179 -0.77 0.89 -0.15 -0.203
H -4.886237 4.266256 4.071495 0.16 -0.02 -0.08 0.316
H 1.117854 -7.553994 -3.698801 0.62 0.93 -0.20 0.290
H 0.519979 -1.681389 0.776307 -0.51 -0.89 -0.26 0.300
H 1.892810 1.174434 -4.001847 -0.43 -0.19 0.79 0.364
C 1.961932 -4.735927 -5.049263 -1.08 0.08 1.23 -0.565
C -2.805605 3.186083 9.746116 0.09 -0.13 0.30 0.792
P -0.785406 -0.966013 -5.019084 -2.75 -0.60 -3.04 0.202
H -3.356782 4.606925 12.585287 0.12 -0.22 -0.08 0.221
H -4.244859 1.691148 0.054013 0.14 0.10 0.05 0.339
H -3.124228 1.598559 7.683984 0.06 0.15 -0.01 0.264
O -3.935568 1.147575 2.034977 0.03 -0.04 0.01 -0.350
O -3.526037 3.372007 1.969452 0.08 -0.01 -0.11 -0.541
H -0.986306 -2.361797 -1.791943 0.92 0.62 -0.08 0.420
C 2.851129 -4.011432 -3.957744 -0.54 0.21 -0.04 0.626
H 1.827787 3.647470 -2.909040 -0.70 -0.47 0.31 0.344
N 0.779624 -1.787260 -4.765054 0.60 3.16 2.21 -0.292
H 3.203691 -2.280292 -5.415382 -0.18 -0.04 0.94 0.564
H 1.636863 5.432544 -0.715688 0.12 -0.76 0.45 0.335
H -1.570867 2.485171 7.541518 -0.16 0.04 0.02 0.279
H 2.113102 -4.372882 -6.093063 0.35 -0.69 0.73 0.343
C -0.154020 -2.390567 0.226781 0.13 0.52 -0.81 -1.319
H 2.600372 -1.876324 0.023721 0.17 -0.87 -0.40 0.079
H 1.265246 -1.577608 -5.651581 -0.19 -0.95 0.15 0.448
C 1.493328 -1.185959 -3.662890 -0.52 0.34 0.07 -0.902
H -3.180605 3.965908 4.537187 -0.09 0.03 -0.14 0.299
C -4.192186 3.558803 4.526011 -0.04 0.36 0.36 -0.636
H 1.358419 -0.354710 -0.906232 -0.96 -0.51 -0.35 0.274
H -0.030183 0.767351 -6.183437 -0.35 -0.20 -0.12 0.349
O 3.429331 -0.933608 -2.417068 0.53 0.20 0.24 -0.298
O -3.301131 3.923465 8.936160 -0.02 0.01 -0.09 -0.538
C -3.861594 2.378457 2.556193 -0.15 -0.10 0.36 0.749
H 2.028583 1.310240 -2.213889 -0.81 0.09 -0.49 0.558
H -1.589109 0.773998 7.989666 -0.01 0.05 0.27 0.264
H 0.082048 -3.460133 0.472654 -0.34 1.12 -0.12 0.354
H 2.639981 -6.865891 -3.016535 -0.76 0.32 -0.58 0.247
H 4.443584 -2.527150 -4.155723 -1.11 0.28 -0.28 0.336
C -2.119579 1.719167 8.091320 0.06 -0.18 -0.35 -0.614
C 1.726149 -6.610651 -3.625811 -0.05 -0.95 0.86 -0.557
H 0.101421 4.172347 -2.870620 0.77 -0.78 0.16 0.361
O -1.853317 -1.240799 -3.770024 2.29 1.47 -1.10 -0.373
C 0.009042 -2.122810 -1.350766 -0.06 -0.42 1.55 0.697
H 1.116823 -5.885521 -3.027576 0.37 -0.36 -0.68 0.158
C 4.130042 -1.842919 -1.538369 0.82 -1.37 2.06 -0.249
C 3.334499 -2.554195 -4.343514 1.95 -1.02 0.92 -1.288
H 0.884469 -4.503011 -4.794576 0.96 0.06 -0.42 0.388
O -2.788626 3.368716 11.068326 0.04 -0.09 -0.16 -0.316
H -3.667937 0.043914 0.341181 -0.06 -0.01 0.27 0.313
O -0.614745 0.654606 -5.418587 0.30 -1.85 2.15 -0.387
H -1.195943 -2.104168 0.500304 0.85 -0.52 0.00 0.431
C -3.573389 1.080985 0.659746 -0.09 -0.05 -0.26 -0.330
```
Positions in Å, forces in eV/Å.

C10H16 | the ωB97M-V functional and the def2-TZVPD basis

Computed properties:
ΔE to the lowest compared entry with this formula, charge and spin in eV: 1.1289
HOMO level in eV: -9.06
HOMO-LUMO gap in eV: 10.1
SMILES: CCc1ccccc1.CC
Multiplicity: 1
Net charge: 0

XYZ file:
```
26
Properties=species:S:1:pos:R:3:forces:R:3:mulliken_charge:R:1
C -1.597930 0.509711 1.039771 -0.86 -0.21 -0.84 -0.499
H 2.097609 -2.828241 1.785513 0.77 0.54 0.66 0.320
H -0.204762 2.232847 -2.825514 0.43 0.44 -0.36 0.418
H -0.954885 1.656338 2.727601 -0.40 0.34 -0.18 0.363
C -0.826733 1.468444 1.665286 0.39 -0.27 1.48 -0.528
H -0.151846 -2.730006 3.190577 0.02 -0.23 -0.05 0.302
H -0.259692 -3.407004 1.510127 0.53 -0.46 0.44 0.305
H 1.017980 1.329556 -3.903831 0.08 0.82 0.05 0.252
H -0.767102 -1.869236 1.762629 0.25 0.37 0.56 0.023
H 1.401588 -1.518175 0.829395 -0.01 -0.45 -0.07 0.038
C 0.012885 -2.547284 2.130981 -0.67 0.36 -1.10 -0.650
C 0.560299 1.619109 -0.295095 -1.09 -0.84 0.79 -0.327
H 0.795391 2.945467 1.248036 -0.03 -0.12 1.22 0.379
H 1.206741 -0.218133 -2.214107 0.13 0.59 -0.14 0.336
C 0.188943 0.189111 -2.297348 0.20 -0.53 -0.65 -0.847
H -0.678826 1.119521 -4.113378 -0.18 -0.04 0.24 0.320
H 1.511103 -1.099399 2.439238 1.09 -0.37 0.70 0.261
C -1.342379 0.133937 -0.263144 0.61 0.58 -0.65 -0.337
C 1.415835 -1.986722 1.824891 -1.97 0.19 -1.12 -0.579
H -2.520642 0.072700 1.403534 0.20 0.28 0.85 0.420
H -2.077863 -0.415048 -0.839223 0.19 -0.46 0.20 0.359
C -0.206556 0.616200 -0.913323 0.00 0.32 -0.04 0.486
H 1.368828 2.051449 -0.865717 0.18 0.17 0.15 0.423
H -0.308971 -0.704684 -2.688546 -0.60 0.19 0.47 0.470
C 0.242660 2.047603 1.018177 0.60 0.10 -2.89 -0.581
C 0.078326 1.331942 -3.356529 0.14 -1.30 0.26 -1.127
```
Positions in Å, forces in eV/Å.

no.,electronic energy (eV)
1,-94857.373
2,-81083.213
3,-10628.615